{"formula": "C5H7NOS", "method": "ωB97M-V with the def2-TZVPD basis set", "smiles": "S=C1CN2C[C@@H]2CO1", "homo_energy_ev": -8.372, "orbital_gap_ev": 9.07, "lumo_energy_ev": 0.701, "de_lowest_kcal_mol": 89.32, "total_energy_ha": -722.7757, "species": ["H", "H", "H", "S", "C", "H", "C", "C", "H", "H", "O", "C", "H", "C", "N"], "positions_angstrom": [[-1.7376, 0.6274, -1.6143], [-1.0357, 1.8001, -0.4448], [1.9924, 1.5186, -0.4835], [-3.3369, -0.0221, 0.3950], [-1.6702, -0.1608, 0.2658], [2.4755, -0.1042, -1.2481], [0.4148, -1.2655, 0.8825], [1.6762, 0.4907, -0.6975], [0.6112, -2.0224, 0.0978], [0.6526, -1.6953, 1.9300], [-1.0080, -1.0344, 0.9355], [-0.9483, 0.7256, -0.7923], [0.6803, 0.9138, 1.1594], [0.9011, 0.0617, 0.4697], [0.3324, 0.1668, -0.8552]]}